This record from the Open Molecules 2025 dataset describes H18O9 as an isolated structure at a distorted geometry. The level of theory is ωB97M-V/def2-TZVPD.

Structure (ORCA input):
```
! wB97M-V def2-TZVPD RIJCOSX def2/J DEFGRID3
* xyz 0 1
H 1.8981 -0.7813 -1.4259
O 1.4541 -1.1303 -0.6531
O 0.9141 -0.2058 1.4402
H 1.7530 1.6306 -1.3757
O -0.2044 -0.1180 -0.3973
H -1.1417 0.0314 -0.2730
H -1.9300 -1.3349 1.8787
H 0.1080 2.1877 -0.3672
H -1.0778 -1.8138 0.7228
H 0.7356 -2.6929 1.1760
H 1.5299 1.8133 -0.0066
H 1.6164 0.9092 -2.6997
H -0.5415 2.1059 2.0939
O 2.1069 1.6067 -2.2648
H 0.5893 -0.7203 -0.6676
H 0.4180 0.5972 1.5992
H 0.4634 -0.6252 0.7073
H 0.1423 0.7358 -0.6564
O -1.8894 -2.0024 1.1939
H 0.7499 -1.8981 -0.1124
O 0.8597 1.6829 -0.6775
O 0.1717 -2.4041 0.4584
H -2.2448 -1.0148 -0.7293
H -3.0231 0.2125 -0.3051
H -0.8733 1.8182 0.6451
O -2.1940 -0.0594 -0.6987
O -0.3907 1.4698 1.3947
*
```

Values from the calculation:
- Energy: -687.399964 Ha
- Frontier orbital gap: 7.77 eV

=====

This record from the Open Molecules 2025 dataset describes C16H36GeNO3Pd as an isolated structure. The level of theory is ωB97M-V/def2-TZVPD.

Structure (ORCA input):
```
! wB97M-V def2-TZVPD RIJCOSX def2/J DEFGRID3
* xyz 2 6
H -1.0195 -0.0613 3.7754
H 2.0788 -5.0402 1.5808
H -0.3182 -0.2301 -4.2521
C -2.3079 0.3337 2.0858
Pd 0.0208 -0.3805 -0.0897
Ge -1.1957 1.9773 -0.1439
H 2.5550 -4.8822 -0.9182
H 4.1532 -3.8202 0.7554
C 1.0444 3.7054 0.9226
H -1.5482 -1.6867 1.9067
H 1.8048 4.3208 1.4053
N 1.3977 -2.0523 0.3455
H -1.6176 2.0967 -4.2717
C 1.9892 -3.9518 -0.9674
H -3.3630 2.2196 1.9538
H 1.5852 -3.6098 2.4932
H -4.3871 0.8382 2.2823
C -1.5794 2.0377 -3.1830
H 2.4070 -3.3401 -1.7657
C 2.6592 2.8978 -0.8327
H -3.7788 1.0480 0.6525
H -2.9483 -0.1582 -4.2394
H -2.9155 -1.1358 -2.7709
H 0.3438 3.4061 1.7097
C 1.6921 2.5014 0.2632
C -1.9317 0.4884 3.5446
H 4.0140 -2.2693 -0.0800
H 2.7265 0.6754 0.7830
H 0.5512 4.3425 0.1841
C -2.8873 -0.1150 -3.1513
C -2.4511 -1.1162 1.6646
C -0.3615 -0.1689 -3.1636
H 3.0585 2.0196 -1.3399
C -3.5189 1.1664 1.7090
O -1.1349 0.8673 1.3190
H 2.1744 3.5425 -1.5650
C 1.5098 -4.1117 1.5302
C 2.1152 -3.2465 0.4018
H -1.7888 1.5378 3.7991
H 3.6781 -2.3822 1.6667
H -3.7597 0.4252 -2.7860
O 0.6006 1.7392 -0.4345
H 3.4967 3.4468 -0.4010
C 3.5882 -2.8889 0.7075
H 0.4699 -4.3595 1.3219
H -2.6880 -1.2000 0.6004
H -2.4527 2.5775 -2.8097
H -2.7318 0.0943 4.1723
H 1.5721 1.2486 2.0259
C 2.3032 1.5543 1.2747
O -1.6101 0.5598 -1.2437
H 0.5463 0.3426 -2.8320
H 3.1213 2.0549 1.7944
H -0.3800 -1.2002 -2.7951
H -0.6547 2.5350 -2.8752
H 0.9515 -4.1959 -1.1913
C -1.6083 0.5859 -2.7429
H -3.2698 -1.5831 2.2144
*
```

Values from the calculation:
- Energy: -3115.797353 Ha
- Frontier orbital gap (alpha / beta): 11.37 / 7.59 eV

=====

This record from the Open Molecules 2025 dataset describes C37H32IrN4O2S3 as an isolated structure at a distorted geometry. The level of theory is ωB97M-V/def2-TZVPD.

Structure (ORCA input):
```
! wB97M-V def2-TZVPD RIJCOSX def2/J DEFGRID3
* xyz 0 2
C 3.8616 1.5384 2.6279
Ir 0.4431 0.0597 0.3031
C -2.2855 -0.0623 3.5692
H 1.4782 -0.3053 3.2607
H 1.7770 -4.7077 1.4928
N 0.0248 -0.1423 -2.0620
C -2.3858 -0.3721 1.0760
H 4.2723 3.5769 3.2051
N -1.6055 -0.4575 -0.0004
C 2.5433 3.4114 1.9597
H -3.2293 5.4446 -3.0677
C -4.3230 -0.6899 -0.2803
H 3.2421 -0.3678 1.9178
H -2.2531 1.4341 -1.9325
H -5.5632 2.9288 -2.3086
O -6.5223 -0.9847 0.4840
H 4.7070 1.1232 3.1629
H -2.4111 -1.7253 -3.7341
C 2.1471 -2.9924 0.2428
S 2.8556 -0.6453 -0.7951
H 3.3102 -4.7755 0.6044
C -3.5210 3.5044 -5.0437
S 0.5791 -2.3313 0.6083
C -3.7586 -0.4777 0.9697
H -4.2489 3.1628 -5.7815
H -5.2910 4.4758 -3.1328
C -5.8599 -0.5825 -0.4798
C -2.8354 3.3675 -2.6430
H -1.6165 6.3270 -1.4533
H -4.4130 -0.3788 1.8248
H -4.5430 1.1182 -4.6635
C 0.5857 3.0471 0.4741
H -2.9239 0.9661 -3.9786
C 0.4114 -0.2227 3.3802
C 2.2694 -4.4636 0.5495
C -1.6554 -0.1721 2.3434
O -6.1460 -0.0715 -1.5792
C 1.9181 1.1734 1.2083
H 1.7787 -5.0492 -0.2329
C 4.5232 -2.8100 -0.5347
N -0.3096 -0.1745 2.2603
C -3.8658 2.9020 -3.6712
C -0.5623 -1.0684 -4.6028
H -3.5549 4.5948 -5.0308
N -0.2192 2.2510 -0.1817
S 0.3073 4.7343 0.2562
C -1.1227 2.9833 -0.9775
C -2.1237 -0.7293 -1.1967
C 0.8833 0.0247 -3.0652
C -1.4720 -1.2158 -3.5719
H -2.5232 3.1973 -5.3666
C -0.9654 4.3636 -0.8494
H -0.7830 -1.4583 -5.5878
C -2.0901 2.4955 -1.8657
C -1.5342 -0.0559 4.7306
C -1.1585 -0.7163 -2.3179
C 3.1264 -2.2691 -0.2927
H -4.3681 0.9304 -2.9208
H 5.1717 -2.0167 -0.9029
C -3.4887 -0.8675 -1.3717
C 3.0247 0.6943 1.9220
C -3.9204 1.3831 -3.8076
C 3.6201 2.9124 2.6542
H 2.3375 4.4757 1.9672
C 0.6300 -0.4129 -4.3531
H -3.9264 -1.0259 -2.3460
H 0.4647 -0.2439 5.5154
C 1.7011 2.5478 1.2449
H -5.9908 3.1125 -4.0142
H 4.9597 -3.2060 0.3845
H -2.0136 0.0232 5.6971
C -5.2621 3.3909 -3.2503
H 1.8163 0.5099 -2.8227
H -3.3622 0.0102 3.6119
C -1.7370 5.2589 -1.5808
H 1.3674 -0.2642 -5.1290
H 4.5079 -3.6124 -1.2749
C -0.1607 -0.1846 4.6366
C -2.6438 4.7519 -2.4783
*
```

Values from the calculation:
- Energy: -3097.578719 Ha
- Frontier orbital gap (alpha / beta): 6.03 / 5.66 eV

=====

This record from the Open Molecules 2025 dataset describes C10H20Br2IMoN5OSe as an isolated structure. The level of theory is ωB97M-V/def2-TZVPD.

Structure (ORCA input):
```
! wB97M-V def2-TZVPD RIJCOSX def2/J DEFGRID3
* xyz 2 1
H 0.0108 1.2360 3.3833
H -2.8347 3.7545 -0.1964
N -3.1713 0.0448 -1.7537
H -4.5448 3.6903 0.2277
Se 0.0210 -1.4713 -1.7979
N -3.8349 1.9670 -0.6811
H -1.0065 2.6699 1.6016
C -2.8774 1.0796 -0.9607
C -3.6265 3.1128 0.1893
H 0.1338 3.1844 -0.2849
C 3.0506 -0.5806 0.7976
H 1.4715 1.0802 2.4105
N -0.2062 0.1311 1.5656
H -1.1628 -4.9365 1.4144
Mo 0.2458 0.3289 -0.5630
C 3.1517 0.6027 -1.1595
H -2.4473 -0.6159 -1.9804
H -3.3823 2.7887 1.2014
H 5.0628 0.9802 -2.0503
Br -2.1385 -2.6544 1.5075
I 1.8840 1.4772 -2.6073
H 0.4736 3.3889 2.2396
Br 0.9090 -3.5437 1.5278
C 0.0739 2.5478 1.6726
H 4.9068 -1.2317 1.6337
H -1.2213 0.1860 1.6494
O -1.7235 1.2434 -0.4571
N 2.4075 0.0721 -0.1784
H 6.2544 -0.2097 -0.1978
H 0.0513 -0.7753 1.9579
C -0.8780 -3.9993 0.9532
C 0.3922 1.2345 2.3612
H -4.7548 1.8298 -1.0647
C 4.4289 -0.6964 0.8261
H -0.8925 -4.0555 -0.1280
C 5.1760 -0.1291 -0.1944
C 4.5219 0.5384 -1.2256
H -4.0763 -0.0746 -2.1748
H 2.4325 -1.0340 1.5600
N 0.6104 2.4940 0.2894
H 1.5927 2.7615 0.2998
*
```

Values from the calculation:
- Energy: -8656.978859 Ha
- Frontier orbital gap: 7.37 eV

=====

This record from the Open Molecules 2025 dataset describes a 3-piece molecular cluster, C36H77BFN3O13PS overall at a distorted geometry. The level of theory is ωB97M-V/def2-TZVPD.

Structure (ORCA input):
```
! wB97M-V def2-TZVPD RIJCOSX def2/J DEFGRID3
* xyz 1 1
H -0.7203 -2.2985 -2.1823
H 0.4461 1.7976 -1.5897
H 3.0548 -4.9986 -1.5658
H 5.2091 3.0944 0.0211
H -3.8455 -2.3540 -0.7324
H 3.6487 3.3606 0.7310
C -2.5123 3.5611 1.7431
H -1.7855 4.1591 2.2831
H 1.1774 -3.8885 -2.6877
H -4.3220 3.2463 7.2507
H 5.0831 -4.8469 -10.0443
H 3.5557 -3.1523 1.2488
O 2.0669 -2.8224 -6.7498
H 0.9682 3.4519 10.5717
C -3.0791 2.0439 5.4171
H 6.2880 -4.3311 -8.8469
O 3.3794 2.5737 -2.4029
H 1.7459 2.8823 9.0816
C 4.1825 3.3637 -0.2112
C -4.1898 -0.5690 0.3834
H 1.7310 0.7728 -2.2439
H 2.3840 -0.5242 -5.6424
C 1.7054 -3.9141 0.5086
C 1.9859 2.8766 -2.5758
C -2.7541 3.9729 8.5211
H -0.4895 2.1698 -3.8602
C -3.2570 -1.7153 -0.0815
H 0.8314 1.2067 -4.5202
N -3.8268 0.7893 -0.0287
C -2.5278 1.8432 9.6250
H 0.3240 2.3180 0.7866
H 3.9528 -0.8270 -4.8256
H 1.0277 2.0675 3.5414
C 3.3680 -1.0060 -5.7409
C 0.0770 -2.4160 -0.2746
H 2.1056 -2.6636 2.1585
O -5.5172 0.6069 -1.9228
C -0.5266 0.0109 -3.4124
H -3.8361 4.1031 0.1032
O -3.1848 3.1007 9.5537
H 0.7132 -1.5411 -0.4204
H -0.8184 -1.4364 2.5824
H -1.8502 -4.2923 0.8252
O 4.0711 -0.4453 -6.8288
H -2.6603 -1.8535 -2.9258
H -0.3801 -3.8509 2.6330
C 3.1804 -2.4949 -5.9326
H -2.7252 5.3541 0.5679
B -2.8840 -2.6436 1.2022
H -3.2628 4.4803 6.5015
H -2.1969 1.1568 -2.7131
C -1.1515 1.9182 10.2468
C 2.5279 -2.8220 1.1704
H -2.5419 0.1841 -4.0697
C 3.6726 2.2601 -1.1053
H -2.1497 1.8970 -0.7680
C -2.8139 4.2820 0.4186
H 3.5213 -3.8620 -2.8026
H -4.3155 -0.5470 1.4614
C -2.6849 -0.9539 -2.3199
O 1.7066 -5.0417 0.9633
H 2.8031 -4.7115 -8.3434
H -0.8692 0.9245 10.6222
C -1.4730 -0.0903 -0.2910
C 5.2441 -4.6014 -8.9888
H -0.4218 3.1018 3.4962
H 1.7189 3.5811 -1.7832
H -2.1365 4.0164 -0.3908
C -1.1350 -2.3867 -1.1855
C 3.0718 -3.9437 -1.8164
P -1.9569 1.8014 1.6398
H -3.3996 3.5582 2.3672
C 1.1043 1.6331 -2.4475
C -2.0273 0.1626 -3.1107
H -2.4926 1.3575 8.6476
F -3.9561 2.4262 -1.9309
H -5.1834 -0.7778 0.0005
C 1.0530 2.6102 9.8753
C -0.1006 1.8803 1.6923
H -3.2548 2.8258 4.6669
O 3.5651 1.1171 -0.6722
C 0.2004 1.3572 -3.6463
H -1.7272 -1.5342 4.0510
C -3.2875 3.5973 7.1562
O -2.7579 -4.0017 0.9599
H 2.5348 -1.8768 0.6319
H -0.1021 -3.2234 4.2211
O -2.8067 -2.1718 2.4740
C -0.8813 -3.3784 3.4804
C 0.3943 2.6837 2.9158
O -0.1926 2.3210 9.2819
C -2.4037 1.1131 -0.0672
H -3.7442 -0.7301 -2.2538
H -1.6662 4.0651 8.5079
H -1.1642 2.6298 11.0808
H 4.0951 -2.9638 -6.3001
H -3.1684 4.9485 8.7818
H 3.0213 1.3375 -6.9023
C 1.6710 -3.3591 -1.8725
C 3.0742 -3.7457 -8.7877
H 1.2537 -2.6828 -8.5807
H 4.4864 1.3449 -5.8688
S -4.8689 1.5283 -1.0557
H 2.8664 -3.7722 -9.8662
H -0.6025 0.2746 -0.8153
C -1.5386 -2.0590 3.1205
N -2.1023 -1.2586 -0.9338
H -0.1767 -2.5325 0.7790
H -1.6600 -3.3343 -1.2169
N 0.8561 -3.6157 -0.6543
H -4.0252 1.5463 5.6610
H 1.0055 3.5252 2.6040
H -3.1547 1.2326 10.2774
O 4.4555 -3.4978 -8.6006
H 1.6884 -2.3032 -2.1611
C 2.2564 -2.6458 -8.1509
C 4.0479 0.9636 -6.7987
O -2.4834 2.5840 6.5700
H 0.0182 -0.4758 -2.6090
H 2.6773 -1.6635 -8.3720
H 0.2784 0.8670 1.7912
H 1.4485 1.7359 10.4052
H 1.8698 3.4125 -3.5103
H 4.1639 4.3318 -0.6976
H -2.3960 1.3050 5.0003
H -1.1275 -0.3626 0.7040
H 5.0199 -5.4783 -8.3706
H -0.4106 -0.6148 -4.2947
H 3.7268 -3.3831 -1.1573
H -1.5822 -4.1088 3.8712
O -5.7028 2.3956 -0.3100
H 2.9517 -2.9296 -4.9551
H 4.6358 1.3243 -7.6392
*
```

Values from the calculation:
- Energy: -3424.180068 Ha
- Frontier orbital gap: 8.54 eV

=====

Per-record relative energy (zero: lowest compared OMol25 entry of this formula, charge and spin), kJ/mol: 1643.12; 0.00; 303.15; 19.62; 0.00
Per-record molar mass, g mol⁻¹: 162.1; 469.5; 853.1; 687.9; 852.9